Entry 1:
# C4H6N2O

A structure of composition C4H6N2O (ωB97M-V/def2-TZVPD, the Open Molecules 2025 dataset).

Geometry as ORCA input:
```
! RIJCOSX wB97M-V def2-TZVPD def2/J DEFGRID3
* xyz 0 1
N 1.54837 -0.78344 -1.48969
C 1.09132 -0.02213 -0.59488
O 1.69725 1.03358 0.08542
C 0.51888 1.26257 0.90382
C -0.15304 0.14100 0.15132
C -1.67674 -0.75455 -0.86343
N -1.19001 -0.70024 0.38997
H 2.52835 -0.57758 -1.67909
H 0.73235 1.09058 1.96635
H 0.13673 2.27771 0.75789
H -1.79695 -1.70396 -1.38518
H -2.03648 0.15959 -1.31364
H -1.28075 -1.41232 1.11008
*
```

Kohn-Sham gap = 8.2 eV
lowest unoccupied orbital energy = 0.13 eV
energy relative to the best compared isomer or geometry (same formula, charge and spin) = 4.685 eV


Entry 2:
# FeH15O8

A structure of composition FeH15O8 (ωB97M-V/def2-TZVPD, the Open Molecules 2025 dataset).

Geometry as ORCA input:
```
! RIJCOSX wB97M-V def2-TZVPD def2/J DEFGRID3
* xyz 2 6
Fe 26.63639 -2.21196 24.82516
O 26.00192 -3.58566 25.87458
H 25.64406 -4.38012 26.31332
O 25.93492 -5.36052 29.13865
H 26.64556 -5.87640 29.53864
H 26.08055 -4.45987 29.44305
O 24.96928 -2.28788 23.68108
H 24.62240 -1.60921 23.08212
H 24.29056 -3.01552 23.71508
O 25.87077 -0.73925 26.02375
H 26.30234 -0.17271 26.68302
H 24.91926 -0.57513 26.10674
O 27.78151 -5.89331 25.37699
H 27.20280 -6.54221 25.80456
H 27.29787 -5.07384 25.47269
O 25.45379 -7.03259 26.83609
H 25.94312 -7.76287 27.23421
H 25.37597 -6.38937 27.55818
O 27.70858 -3.18685 23.46793
H 28.65615 -3.35250 23.32299
H 27.24294 -3.92907 23.04338
O 23.32155 -4.40107 24.01288
H 23.43846 -5.30508 24.33284
H 22.62176 -4.02307 24.56098
*
```

Kohn-Sham gap (spin up / spin down) = 8.9 / 5.7 eV
lowest unoccupied orbital energy (spin up / spin down) = -8.36 / -11.55 eV
energy relative to the best compared isomer or geometry (same formula, charge and spin) = 0.000 eV
⟨S²⟩ = 8.765


Entry 3:
# C16H35Cl8NO4

A cluster of 7 separate species, C16H35Cl8NO4 in total (ωB97M-V/def2-TZVPD, the Open Molecules 2025 dataset).

Geometry as ORCA input:
```
! RIJCOSX wB97M-V def2-TZVPD def2/J DEFGRID3
* xyz 0 1
C 11.11859 13.08490 16.67286
C 11.89508 11.83088 16.35525
C 12.22301 11.82895 14.85365
C 11.15519 12.01642 13.88627
N 10.34035 12.20882 13.06363
H 11.59079 14.01646 16.36765
H 10.96928 13.33078 17.74378
H 10.18767 12.94487 16.18214
H 11.33040 10.96455 16.58148
H 12.85546 11.79524 16.86061
H 12.72862 10.86234 14.59080
H 12.96610 12.58896 14.59144
C 11.38446 9.32447 11.30349
O 10.55708 9.23228 10.17739
C 10.58000 10.33168 9.32663
C 9.47024 10.21440 8.28928
O 8.18567 10.26336 8.89851
C 7.25466 9.74029 8.04218
H 12.45384 9.50828 11.07593
H 11.39665 8.41539 11.81814
H 11.12574 10.15360 12.05709
H 11.49780 10.41554 8.78032
H 10.33101 11.26930 9.84532
H 9.55251 9.27981 7.77659
H 9.68447 10.99512 7.52057
H 7.13581 10.28094 7.09681
H 6.31217 9.65751 8.53309
H 7.56684 8.72057 7.74706
C 7.94962 11.07246 16.81586
O 8.75174 9.97047 16.74289
C 8.71750 9.42232 15.48251
C 9.75127 8.31261 15.41542
O 10.97229 8.87209 14.95844
C 11.92945 7.86860 14.71314
H 8.30775 11.85914 16.10951
H 8.06996 11.53040 17.78577
H 6.89456 10.96563 16.41281
H 8.80365 10.21998 14.72959
H 7.76144 8.87840 15.38501
H 9.48258 7.47341 14.76288
H 9.73894 7.89300 16.46373
H 12.13814 7.22676 15.59574
H 12.90176 8.37526 14.46224
H 11.70961 7.25434 13.87475
C 4.94861 11.95761 10.84750
Cl 4.91303 12.37702 12.53786
Cl 4.00101 13.05701 9.82809
H 6.01098 11.92273 10.50203
H 4.45570 10.97217 10.81208
C 8.09549 8.41807 11.76806
Cl 6.83507 9.19956 12.66003
Cl 7.92403 6.68781 11.60011
H 8.11969 8.85741 10.79487
H 9.03435 8.57192 12.35019
C 5.18568 6.11421 13.79162
Cl 5.11133 4.67146 12.73198
Cl 6.31925 5.85192 15.11989
H 5.52414 7.03493 13.24911
H 4.16929 6.31609 14.18889
C 8.49043 4.69282 6.36776
Cl 7.58103 4.01140 7.71124
Cl 8.18198 6.46688 6.23002
H 9.50649 4.62270 6.47250
H 8.14938 4.23990 5.48450
*
```

Kohn-Sham gap = 10.3 eV
SMILES = CCCC#N.COCCOC.COCCOC.ClCCl.ClCCl.ClCCl.ClCCl
lowest unoccupied orbital energy = 0.65 eV